{
  "formula": "C44H48AsBF2MnN4O5S2SbSe",
  "method": "the ωB97M-V functional and the def2-TZVPD basis",
  "species": ["F", "C", "H", "H", "C", "O", "H", "H", "H", "C", "C", "N", "O", "C", "S", "C", "C", "C", "H", "H", "C", "N", "C", "H", "S", "O", "H", "C", "H", "H", "Sb", "C", "C", "C", "H", "H", "C", "H", "H", "C", "C", "C", "C", "C", "H", "H", "H", "C", "C", "H", "H", "H", "C", "H", "H", "N", "C", "H", "C", "H", "C", "H", "C", "C", "C", "H", "H", "H", "H", "H", "C", "C", "C", "N", "F", "C", "H", "C", "C", "C", "H", "H", "O", "C", "H", "H", "As", "B", "C", "C", "C", "H", "C", "C", "C", "O", "H", "C", "H", "H", "H", "H", "H", "Se", "H", "H", "H", "Mn", "H", "H"],
  "positions_angstrom": [[2.2227, 1.3730, 1.8578], [1.0590, -4.6442, -1.3164], [-0.5563, -2.4785, -2.4074], [-6.0936, 0.8879, -0.6032], [2.9089, 4.9125, 1.7031], [0.0829, 5.1220, 0.9215], [2.5356, -0.5383, 0.4259], [-1.6648, -4.7623, -0.0521], [1.1668, -6.7434, 4.1380], [1.2277, -3.6736, 2.7360], [2.2996, 0.3462, -3.6834], [-6.4918, 0.9314, 0.3221], [-1.8923, 6.6860, -0.1869], [2.4685, 5.0151, 4.0838], [0.7089, 1.2583, 6.1522], [-2.6458, -2.5098, -2.8093], [2.2652, -1.3068, -5.9456], [-0.1128, 1.2340, 4.6190], [-0.3932, 1.2549, -4.0562], [-4.0539, 0.5127, -0.5179], [4.0250, -1.5920, -0.6807], [2.3479, 3.7989, 2.1440], [-0.1876, -6.0148, 2.6474], [3.5138, 0.1823, -6.8487], [3.1518, 6.0599, 2.9283], [-1.2159, 4.1703, -1.0741], [3.1031, 1.9716, -2.5443], [2.3494, 1.1881, -2.4515], [3.7723, 4.5532, -0.2310], [-1.5554, 2.0736, -2.9650], [-0.0383, -1.9164, 0.7321], [-2.2752, 1.3599, 0.1903], [-0.7157, 1.3807, -3.0220], [2.0438, -3.5255, -1.1186], [3.5422, 1.6345, -4.8583], [1.9437, 4.2298, -2.8980], [1.7353, 2.4899, 5.5682], [2.2505, 5.4747, -0.2259], [-1.0261, 0.4215, -2.6093], [-3.6276, 1.2110, 0.1880], [-3.2311, -2.1026, 1.4350], [-2.3593, 2.9070, 1.8986], [2.9694, -0.1132, -5.9616], [-2.9819, -2.2495, -0.0423], [1.8004, -2.7524, 2.7781], [3.7475, 6.2519, 0.2969], [-2.5047, -2.6073, -3.8779], [-0.5807, -4.9649, 1.8159], [1.7453, -2.3689, -0.3842], [3.5512, -4.5527, -2.2315], [-1.6195, 0.4846, 3.3652], [-1.8157, 3.5769, 2.5518], [2.9863, 0.7049, -4.8393], [4.7813, -0.8385, -0.5040], [2.5328, 2.8928, 6.1652], [-1.5803, 2.1658, 1.0378], [0.1508, -3.7720, 1.8515], [-0.8845, -0.7418, 4.4173], [1.6061, -4.7227, 3.5577], [2.3260, 5.3098, 5.1070], [4.3067, -2.7147, -1.4381], [-2.4325, -2.5341, 2.0396], [-1.2367, 0.2903, 4.3613], [1.4027, 2.7912, 4.2839], [3.2000, 5.3102, 0.2963], [1.0187, -2.6044, -4.7722], [-4.1600, -2.5988, 1.7168], [1.2180, -5.1345, -2.2777], [1.2636, 3.2303, -4.2206], [0.2270, 4.3414, -3.2584], [-4.4337, 1.9268, 1.1235], [1.0763, 3.6633, -3.2349], [2.7488, -1.4260, -0.1588], [0.3556, 2.0823, 3.7633], [2.9199, 2.6092, 0.1026], [-3.9195, -2.4538, -2.2668], [2.2622, -1.9502, -6.8152], [1.5737, -1.6751, -4.7978], [-5.8566, 1.7973, 1.2341], [3.3227, -3.6685, -1.6473], [1.0766, -1.1430, -2.7805], [5.2928, -2.8556, -1.8614], [-6.5487, 2.3578, 2.0893], [1.5933, -0.8539, -3.6856], [-4.7895, -2.5069, -2.9083], [-3.3287, -1.0478, 1.6946], [0.7115, 2.2065, -1.9967], [1.9850, 2.5344, 1.1614], [-4.0782, -2.3287, -0.8965], [-3.7116, 2.8125, 1.9800], [-1.6919, -2.3024, -0.5900], [-4.2619, 3.4198, 2.6843], [0.8901, -5.9075, 3.5091], [-1.7913, -5.1763, 0.9458], [2.0703, 3.8523, 3.5127], [0.4791, 6.2284, -1.4728], [-2.6710, -4.6955, 1.3769], [-1.5447, -2.4329, -1.9688], [1.1796, -5.3948, -0.5318], [0.0316, -4.2982, -1.2732], [2.6226, 0.5881, -1.5874], [-0.7475, -6.9422, 2.6093], [-5.0738, -2.2780, -0.4716], [-0.6957, 5.6649, -0.5011], [-2.0383, 0.4238, 5.0881], [-7.4912, 1.0743, 0.3264], [-2.0077, -6.2402, 0.8536], [0.0903, 3.2478, 0.2529], [-1.6737, 0.7882, -0.5089], [2.4485, -4.6130, 4.2271]],
  "charge": -1,
  "homo_ev": [-2.25, -5.43],
  "spin_multiplicity": 6,
  "lumo_ev": [1.87, 1.88],
  "orbital_gap_ev": [4.119, 7.316],
  "s_squared": 9.1284
}

{
  "formula": "C44H48BBrF5GeN8STl",
  "method": "the ωB97M-V functional and the def2-TZVPD basis",
  "species": ["C", "H", "H", "H", "Ge", "C", "C", "N", "C", "H", "H", "H", "F", "F", "H", "C", "H", "C", "H", "N", "C", "C", "H", "C", "C", "C", "C", "H", "C", "H", "H", "C", "H", "H", "H", "H", "C", "H", "C", "H", "H", "C", "Br", "H", "H", "N", "C", "C", "C", "F", "N", "N", "C", "C", "H", "H", "C", "H", "C", "C", "H", "F", "N", "C", "C", "C", "C", "H", "H", "H", "C", "C", "C", "S", "C", "H", "H", "C", "H", "H", "H", "C", "H", "H", "H", "C", "F", "B", "C", "H", "H", "C", "H", "H", "N", "H", "N", "C", "C", "H", "C", "C", "H", "C", "H", "Tl", "H", "C", "H", "H"],
  "positions_angstrom": [[5.5915, -4.5422, 0.6048], [1.8829, -4.6095, 1.6614], [2.6925, 1.4600, -1.5581], [-3.4611, -2.1209, -0.4263], [2.0526, -2.8028, -0.8523], [-0.0279, -4.8801, -0.8009], [-3.7379, -2.1187, 0.6306], [2.1256, -1.2075, 1.5565], [4.2394, -0.6305, -2.5059], [-4.5590, -0.6708, 2.0244], [-4.3601, -4.1931, 0.7706], [5.9274, -5.8507, 2.2718], [0.0344, 4.8410, -3.9223], [0.7363, 0.0608, -6.3810], [0.0886, 2.6526, 4.9173], [2.9210, -4.6011, 1.3482], [3.2223, -0.6715, -2.8909], [-0.1768, 1.2411, -4.5451], [-5.2019, -0.5302, 0.3745], [-3.6175, -0.0424, -1.9511], [-4.3061, -0.7357, 0.9631], [-2.3026, -3.1376, 2.5607], [-6.3840, 4.0247, 0.9926], [-3.4251, 2.4746, 1.5002], [-5.4412, 3.5343, 0.7932], [4.2969, 0.0623, -1.1504], [-2.4851, -2.3307, 1.4280], [-2.7646, 2.0932, 2.2723], [3.7510, 1.4943, -1.2927], [-0.4377, 4.7099, 3.6973], [0.0972, -0.0792, 4.9144], [3.1992, -0.7696, 2.2084], [-3.4021, 2.6092, -1.7519], [4.6576, -1.6367, -2.4710], [0.4049, -2.5938, -3.2692], [6.6343, -4.5129, 0.3162], [0.2553, 1.9863, 4.0882], [0.3039, -5.1174, 0.2010], [-1.0047, -2.9144, 2.9338], [-1.2890, -6.6038, -0.9298], [5.3498, 0.1269, -0.8619], [1.0841, 2.3599, -6.3208], [-6.1006, 3.8465, -1.9675], [1.2347, -1.8509, 3.4782], [-3.0211, -3.7819, 3.0369], [-1.3626, -1.6756, 1.1318], [0.8230, 3.7149, 2.2252], [3.8593, -5.3187, 2.0750], [0.0253, -3.4665, -2.7495], [1.4628, 4.6933, -6.2420], [0.5353, 0.1736, 2.8600], [0.7042, 1.2234, 2.0253], [-5.0123, 3.3361, -0.5075], [5.1960, -5.2895, 1.7051], [-1.1930, -4.0969, -4.3955], [3.5473, -5.9031, 2.9312], [1.0395, 3.7240, 0.7154], [-5.1963, -3.1105, 1.8950], [-4.1569, -0.4027, -2.8987], [0.5410, 1.2251, -5.7538], [-4.2877, 0.7945, -5.3751], [1.7816, 2.2770, -7.4589], [-3.0115, 2.3201, 0.2457], [3.3039, -3.8607, 0.2328], [-0.2673, 4.7138, 2.6199], [-0.9278, -5.7187, -1.4383], [0.4529, -3.7520, -1.4559], [4.2882, 2.0188, -2.0844], [-1.2069, 4.4789, 2.1237], [4.8330, -0.0489, -3.2133], [3.6090, -0.5409, 0.0548], [-0.8777, -4.3089, -3.3814], [-4.8632, -0.8558, -4.0858], [-0.7727, -0.2016, -3.8317], [-3.7832, 2.7429, -0.7476], [-5.6052, -3.0961, 0.1750], [1.7493, 4.0524, 2.7058], [0.1953, 3.6616, -4.5354], [-3.2127, -0.6041, -5.4718], [-4.8117, -0.6603, -6.2345], [-3.5633, 0.0207, 0.7328], [0.5561, 2.3290, 2.7548], [3.8599, 2.0534, -0.3630], [1.7996, 2.9936, 0.4411], [2.7247, -2.4178, -2.1446], [-0.3405, 2.5155, -3.9853], [-1.0356, 2.6475, -2.8382], [0.8438, -1.3017, 2.4875], [4.6499, -3.8349, -0.1269], [-2.0468, -6.1003, -3.2292], [1.3664, 4.7087, 0.3800], [-4.7851, -3.1985, 0.8870], [0.0326, 5.7196, 2.3228], [0.1146, 3.4717, 0.1985], [2.3701, -1.0994, 0.2025], [-4.8300, -1.9471, -4.0976], [-0.4372, -2.0402, 2.0708], [0.9249, 3.5919, -5.7077], [-4.6230, 3.0918, 1.8217], [3.2246, -0.7601, 3.2850], [-1.3529, -5.4365, -2.7294], [4.1478, -0.3310, 1.3145], [-4.9167, 3.2203, 2.8542], [0.2595, 0.6125, 4.1037], [5.1144, 0.0843, 1.5390], [-1.0293, 0.4742, -0.6540], [-5.9074, -0.5505, -3.9970], [-4.2506, -0.2939, -5.3753], [-0.4531, -3.3012, 3.7747], [4.9626, -3.2560, -0.9887]],
  "e_above_lowest_kj_mol": 158.96,
  "charge": 0,
  "homo_ev": -6.63,
  "lumo_ev": 0.14,
  "orbital_gap_ev": 6.769
}